Entry from OMol25: 10 unconnected molecules or ions with the total composition C37H78N2O12 in a non-equilibrium geometry (wB97M-V/def2-TZVPD).

CARTESIAN COORDINATES (ANGSTROEM)
H (41.75900, 23.73200, 28.17400)
H (48.45600, 20.50800, 29.26000)
H (43.40200, 22.41700, 27.89200)
N (41.65400, 21.47000, 33.65000)
C (43.32200, 16.26600, 25.93200)
H (41.53200, 19.10200, 26.28300)
H (39.13100, 15.95700, 29.58800)
H (40.76800, 15.91700, 32.41300)
O (43.41500, 19.86200, 28.93500)
C (36.86500, 23.34500, 30.06600)
N (42.65800, 20.81600, 29.27200)
H (42.48500, 17.45500, 27.61400)
C (47.91200, 20.32800, 30.05700)
H (41.79200, 15.58200, 24.39900)
H (35.86600, 23.00500, 30.13500)
H (45.21800, 18.70500, 29.50300)
H (39.52600, 21.93000, 30.57100)
O (41.60700, 21.18400, 28.67300)
H (46.14600, 22.37300, 27.29400)
H (36.98900, 24.34000, 29.36800)
O (39.74100, 21.45000, 24.15000)
H (43.36600, 23.58600, 25.21700)
H (42.84800, 15.39900, 26.60900)
H (48.64300, 20.02800, 30.89100)
H (47.04100, 21.79300, 31.46600)
C (40.98800, 19.54400, 32.13300)
H (40.82900, 19.73000, 34.32900)
H (46.14600, 21.83500, 25.49700)
H (42.91400, 24.69000, 28.45800)
C (43.72300, 23.60800, 26.10300)
H (42.05600, 17.04300, 30.40600)
H (41.28200, 21.90900, 25.38100)
C (45.59600, 22.25600, 26.31600)
H (39.71500, 27.03100, 27.50700)
H (42.17400, 22.19700, 26.87500)
C (38.47100, 21.58400, 30.66900)
H (41.08200, 20.49300, 31.40500)
H (43.46300, 20.84400, 32.52300)
H (42.10100, 22.92400, 35.33800)
H (41.39400, 16.85500, 34.41300)
O (38.04200, 22.23900, 31.78200)
H (38.38000, 20.35100, 30.63200)
O (43.16300, 21.55000, 30.18500)
C (39.20700, 17.53300, 27.05300)
C (40.76200, 20.25400, 33.40900)
C (41.24300, 25.59900, 27.32400)
O (39.83900, 18.86000, 31.78300)
H (37.08500, 21.41300, 29.05600)
C (45.88800, 19.40400, 29.50100)
H (38.26700, 17.59300, 27.08900)
H (42.66700, 18.89800, 24.90700)
H (41.64500, 21.15100, 35.71700)
H (38.70500, 21.83300, 26.66400)
C (38.93800, 23.31500, 25.29800)
H (38.34300, 22.54200, 28.61900)
C (41.82600, 16.01600, 32.40900)
C (39.46500, 22.34400, 26.25300)
H (43.32300, 18.86500, 31.68500)
H (45.00200, 21.31000, 29.44700)
H (43.31300, 15.85300, 31.09300)
H (41.67300, 25.28400, 30.42300)
H (44.94100, 20.72400, 31.19400)
H (36.78800, 23.75600, 32.29600)
C (43.06600, 21.11800, 33.46500)
C (39.72700, 18.52600, 28.08800)
C (39.88400, 16.37200, 29.00700)
H (39.36600, 19.50200, 28.06400)
H (41.75200, 26.56200, 27.38500)
C (39.88500, 25.99300, 27.83600)
O (42.80200, 17.88800, 33.43300)
C (42.25700, 18.44000, 25.78700)
H (38.50500, 24.11200, 31.23500)
H (39.00700, 15.39200, 27.36000)
H (40.85100, 16.10600, 29.49400)
C (41.16300, 22.53800, 32.71600)
H (46.04900, 19.42900, 28.46400)
C (42.62300, 16.69000, 31.27800)
C (39.78800, 16.23100, 27.53900)
H (40.08400, 22.66400, 26.93700)
C (43.20800, 22.47000, 26.78100)
H (39.06400, 25.39500, 27.66800)
H (44.07000, 18.15300, 27.09400)
H (39.78200, 17.68600, 26.08400)
H (43.22300, 20.17200, 33.94100)
C (40.32500, 21.54400, 25.49200)
H (43.92800, 21.18900, 25.30900)
H (42.07200, 14.94600, 32.40700)
C (43.17000, 17.60100, 26.74900)
H (43.66800, 21.89100, 33.80800)
C (42.31400, 16.40500, 24.72900)
C (37.72700, 22.17000, 29.55100)
H (40.20400, 24.09300, 29.94800)
H (38.09100, 23.96300, 25.34200)
H (41.85900, 18.62300, 32.21400)
H (44.40300, 16.17200, 25.72300)
H (46.91500, 22.27300, 29.66900)
H (40.77800, 18.58500, 27.96500)
H (43.59300, 24.49100, 26.46800)
H (40.74000, 16.16200, 26.93000)
O (41.46600, 17.46800, 25.10500)
C (44.22700, 21.40400, 26.42800)
C (41.48700, 22.03100, 35.04600)
C (43.28900, 17.78200, 32.14200)
O (39.51000, 17.75500, 29.26800)
C (46.89800, 21.40100, 30.45100)
H (39.71400, 20.58900, 33.40100)
O (40.24800, 26.04000, 29.22600)
O (45.11400, 23.53600, 25.85800)
O (47.13800, 19.15900, 29.99800)
H (40.44500, 20.56300, 25.90000)
H (39.82700, 18.49300, 30.95700)
H (38.28000, 22.77700, 23.22700)
H (41.14400, 25.13800, 26.11200)
C (40.96400, 25.03500, 29.63500)
H (44.44800, 20.59900, 27.15100)
H (42.89900, 16.70400, 23.92900)
H (44.23300, 17.17400, 32.11300)
H (41.71800, 23.48800, 32.92500)
C (41.73400, 24.67000, 28.38200)
H (39.56900, 24.32200, 25.50500)
C (39.16600, 22.73300, 23.96400)
H (40.00900, 23.49100, 23.46300)
C (42.24700, 16.63000, 33.73200)
H (40.57100, 22.33900, 35.28500)
C (45.51900, 20.79300, 30.18200)
H (40.17000, 22.78600, 33.07100)
H (41.46200, 22.50200, 31.57800)
H (43.10700, 15.94000, 34.30100)
C (37.57900, 23.50600, 31.39000)

Atomic forces in eV per Å
-1.2 -6.0 -1.5
2.3 0.9 -4.4
0.0 1.5 -0.7
-0.9 1.2 -1.5
-1.5 -1.2 2.2
0.8 -0.1 -0.1
-1.3 -1.9 0.6
-1.2 0.9 -0.7
-2.9 -0.1 -0.5
2.3 1.7 -1.6
1.8 1.3 0.3
0.9 -0.1 -0.2
-1.8 -1.8 6.3
-1.4 -2.0 -0.1
-1.2 0.2 0.3
-3.6 -4.6 1.7
0.0 -1.1 -0.4
0.8 -1.5 1.0
-0.4 -0.4 -1.0
-0.6 -2.5 1.8
-0.5 0.2 0.5
-3.1 0.2 -6.4
1.8 1.6 -1.3
-0.7 1.0 -1.0
-0.1 -0.1 -0.4
2.4 -0.7 -2.4
0.4 -1.2 0.7
0.9 -0.2 0.1
-2.0 0.9 0.4
3.0 -1.9 1.0
0.3 -0.2 0.5
2.0 1.2 -0.4
-2.5 0.1 0.2
-0.5 -0.4 0.4
-0.1 0.1 -1.1
2.5 -2.7 -1.4
0.7 -2.4 0.8
-0.9 0.5 -1.9
0.2 -1.2 -0.9
0.7 -0.6 -0.3
-1.5 -0.7 2.5
0.3 3.4 0.8
-3.1 0.2 -0.1
8.3 1.1 -1.5
-1.3 0.9 1.5
-0.9 -1.0 -4.1
-1.7 1.3 4.6
0.1 0.4 0.4
2.9 5.8 0.8
-7.6 0.2 -0.5
1.4 1.2 0.3
0.4 0.9 -0.3
-2.5 -2.3 1.7
1.7 5.5 0.4
-0.6 -0.7 2.2
-0.4 -2.1 0.5
-2.6 0.8 -1.3
0.8 -2.5 0.5
-0.8 1.3 -0.5
0.2 1.1 -1.1
-0.5 0.1 0.5
1.0 -0.3 -2.3
2.4 0.3 -2.2
0.0 -1.5 0.3
1.0 -3.3 -0.6
1.3 1.9 1.1
-1.2 1.5 0.6
0.6 -0.4 -0.7
2.7 2.2 1.0
0.0 -0.6 0.6
-0.4 -0.7 -0.2
-1.0 0.4 0.5
1.7 1.0 -0.3
-0.5 0.3 -0.7
2.0 2.6 -1.3
-0.2 1.4 -2.3
-1.7 -0.3 1.3
-1.1 -2.0 -1.7
2.5 2.6 4.3
1.6 -3.0 5.6
-1.8 -1.7 -0.4
-0.5 -0.7 -0.4
-1.9 0.2 0.7
0.2 -0.3 1.3
-0.2 -3.6 -3.7
1.1 -0.8 1.9
0.3 0.2 0.2
-1.6 0.7 -0.7
1.0 1.3 1.0
2.1 2.2 2.4
-1.0 0.6 -5.4
2.1 1.8 -0.4
-2.0 -1.0 0.8
-3.6 4.8 -0.6
-0.8 -0.7 -0.3
0.6 -1.1 1.7
1.2 0.5 0.0
-1.3 5.3 2.6
-1.0 -0.8 1.2
-1.0 -1.1 0.2
1.4 0.3 -2.9
3.6 -2.2 0.6
4.3 0.4 -2.9
0.3 1.1 1.4
0.0 2.2 -2.1
0.3 0.4 -0.2
-4.1 5.0 0.4
1.5 -0.9 0.9
1.5 -2.7 0.9
-0.1 -0.8 0.0
0.4 -1.5 -3.9
1.3 -0.7 1.3
0.8 1.4 3.7
0.5 -5.1 0.2
-1.0 0.0 -0.9
1.2 0.8 -2.1
0.6 2.0 0.9
0.0 -0.7 0.4
4.4 3.5 1.0
-0.3 -2.2 -1.1
2.0 2.0 -3.8
-1.9 -2.0 0.6
1.4 -1.3 2.2
-4.3 1.0 0.0
1.3 -2.4 1.9
-0.5 -0.4 -1.0
-1.1 -1.1 2.1
-2.2 1.7 -1.3
-1.9 1.0 2.6

Output
* DFT total energy: -2468.05172 Eh
* net charge: 0
* frontier orbital gap: 8.7 eV
* ΔE to the lowest compared entry with this formula, charge and spin: 1.244 eV
* E_HOMO: -8.62 eV

Atom charges from the Mulliken analysis, given in e for atoms 1 to 8: number 1, H, carries -0.27; number 2, H, carries 0.45; number 3, H, carries 0.02; number 4, N, carries 0.57; number 5, C, carries -0.65; number 6, H, carries -2.09; number 7, H, carries 0.73; number 8, H, carries 0.30

---

Entry from OMol25: a single C4H4N2 molecule in a non-equilibrium geometry (wB97M-V/def2-TZVPD).

CARTESIAN COORDINATES (ANGSTROEM)
C (-1.33889, -0.26785, -0.03284)
H (2.34374, 0.49692, 0.07164)
H (-1.30176, 1.75238, 1.02631)
C (0.79019, -0.91671, -0.54299)
H (1.46378, -1.65033, -0.97858)
C (-0.82018, 0.91097, 0.54146)
H (-2.39497, -0.54686, -0.09243)
N (0.48629, 1.14935, 0.55779)
N (-0.51750, -1.17432, -0.57359)
C (1.28930, 0.24644, 0.02324)

Atomic forces in eV per Å
0.3 0.2 0.1
0.0 -0.3 -0.2
-1.1 -0.5 -0.2
0.0 0.0 0.0
-0.2 0.0 0.0
0.3 -0.1 -0.1
0.3 0.5 0.2
0.1 0.0 0.0
0.1 0.3 0.1
0.1 0.0 0.0

Output
* DFT total energy: -264.31426 Eh
* net charge: 0
* frontier orbital gap: 10.3 eV
* ΔE to the lowest compared entry with this formula, charge and spin: 0.331 eV
* E_HOMO: -9.71 eV

Atom charges from the natural (NBO) analysis, given in e for atoms 1 to 8: number 1, C, carries -0.01; number 2, H, carries 0.20; number 3, H, carries 0.21; number 4, C, carries -0.01; number 5, H, carries 0.20; number 6, C, carries -0.02; number 7, H, carries 0.21; number 8, N, carries -0.38

---

Entry from OMol25: 2 unconnected molecules or ions with the total composition C8H13N3O in a non-equilibrium geometry (wB97M-V/def2-TZVPD).

CARTESIAN COORDINATES (ANGSTROEM)
C (2.05229, 1.90057, 0.27772)
H (-4.69037, -1.71570, 0.18961)
C (3.62692, 2.02057, -1.53930)
H (4.43290, 2.51637, -2.05689)
H (-4.00973, -0.22827, 0.47603)
H (3.49806, 3.46768, 0.04591)
H (3.46866, 0.38601, -2.93927)
H (-3.89199, -0.92089, -1.04789)
C (-0.49711, -0.49159, 0.85683)
C (3.10492, 0.85080, -2.03467)
C (3.09896, 2.55173, -0.36376)
H (-1.36010, -0.60848, -1.04806)
H (-0.58056, 0.17338, 2.75680)
H (-2.84512, -2.78744, 2.08558)
H (0.70540, -0.91418, 2.40694)
H (-2.48871, -2.72333, -0.12128)
N (-0.17680, -0.49989, 2.11737)
C (1.55343, 0.72986, -0.26377)
C (-2.55245, -1.77278, 0.42667)
C (-1.40836, -0.85806, -0.00197)
N (-3.88524, -1.11236, -0.03800)
N (2.09138, 0.24856, -1.38147)
H (1.73460, -0.62243, -1.76399)
H (1.63294, 2.30919, 1.18316)
O (-2.61391, -1.89935, 1.77772)

Atomic forces in eV per Å
0.2 -0.1 -0.3
0.2 0.1 -0.1
-0.1 -0.1 0.0
0.0 0.0 -0.1
0.0 -0.2 -0.2
0.1 0.1 0.0
0.0 -0.1 0.0
-0.1 0.0 0.2
1.7 0.8 -0.2
0.4 0.4 -0.2
-0.2 -0.2 0.1
0.1 0.2 -0.1
-0.1 0.0 0.0
0.0 0.0 -0.1
-0.2 0.1 0.0
-0.1 0.2 0.1
0.2 0.1 0.0
-2.2 -1.0 1.1
0.3 -0.1 -0.2
-0.4 -0.2 -0.1
0.0 0.0 0.1
0.1 -0.1 -0.3
0.1 0.2 0.1
-0.1 0.0 0.1
-0.2 0.0 0.2

Output
* DFT total energy: -551.43436 Eh
* net charge: +2
* frontier orbital gap (spin up / spin down): 8.1 / 8.1 eV
* ΔE to the lowest compared entry with this formula, charge and spin: 1.785 eV
* E_HOMO (spin up / spin down): -15.31 / -15.31 eV

Atom charges from the natural (NBO) analysis, given in e for atoms 1 to 8: number 1, C, carries -0.32; number 2, H, carries 0.46; number 3, C, carries -0.24; number 4, H, carries 0.27; number 5, H, carries 0.46; number 6, H, carries 0.25; number 7, H, carries 0.25; number 8, H, carries 0.45

---

Entry from OMol25: 2 unconnected molecules or ions with the total composition CH11N7 in a non-equilibrium geometry (wB97M-V/def2-TZVPD).

CARTESIAN COORDINATES (ANGSTROEM)
N (-1.24689, 1.19346, 0.29539)
N (-0.85521, 2.42089, 0.92037)
H (-1.53801, 2.58072, 1.62114)
H (-2.18948, 0.83616, 0.55459)
H (-0.84486, 3.17176, 0.22816)
H (-0.61108, -0.85419, 1.00155)
N (0.24568, -1.61391, -0.63654)
H (-1.23171, 1.32897, -0.66888)
H (0.88441, -2.69317, -2.27748)
N (0.97229, 0.24933, 0.37953)
N (-0.40514, -1.72555, 0.48738)
H (-0.85549, -2.63937, 0.75540)
H (1.43473, -0.43500, -1.66874)
H (-0.43584, -3.37762, -1.46924)
N (0.25900, -2.64265, -1.55073)
H (2.11767, 1.87458, 0.12363)
H (1.68866, 1.53458, 1.79202)
C (0.94898, -0.42587, -0.70426)
N (1.66229, 1.21688, 0.81670)

Atomic forces in eV per Å
-1.1 2.7 2.2
-1.4 -2.8 -2.1
-0.3 0.6 1.4
0.8 0.3 0.4
0.4 0.1 0.2
0.5 -1.1 -0.6
-0.8 -1.1 -0.5
0.3 -0.1 -2.2
2.0 0.4 -1.7
-0.2 -2.2 0.4
-2.6 -2.9 2.1
0.8 1.5 -0.5
0.8 1.1 0.0
0.0 0.4 0.2
-2.1 1.0 2.9
-0.4 -1.0 1.2
-0.5 -0.8 -0.5
1.3 0.3 -1.0
2.2 3.7 -1.9

Output
* spin multiplicity: 3
* DFT total energy: -427.09918 Eh
* net charge: +2
* frontier orbital gap (spin up / spin down): 8.9 / 6.0 eV
* ΔE to the lowest compared entry with this formula, charge and spin: 1.229 eV
* E_HOMO (spin up / spin down): -15.81 / -17.59 eV

Atom charges from the natural (NBO) analysis, given in e for atoms 1 to 8: number 1, N, carries -0.46; number 2, N, carries -0.44; number 3, H, carries 0.41; number 4, H, carries 0.43; number 5, H, carries 0.42; number 6, H, carries 0.44; number 7, N, carries 0.10; number 8, H, carries 0.39

---

Entry from OMol25: a molecular structure, C29H44InN6O in a non-equilibrium geometry (wB97M-V/def2-TZVPD).

CARTESIAN COORDINATES (ANGSTROEM)
C (4.69129, 1.87449, -6.95250)
C (2.91397, 4.33698, 4.37984)
C (0.78107, 1.17108, -1.35143)
C (8.77970, -1.21716, 2.45207)
C (-5.28371, -1.14452, 2.54604)
N (-3.61177, -0.31673, 1.33739)
H (1.77201, 1.31850, 2.39922)
N (4.50345, 1.95976, -5.59751)
H (-6.87732, -0.19941, 1.28850)
H (0.27387, 0.37916, -0.81576)
C (3.46128, 1.68409, -7.54157)
C (8.10708, 0.89318, 2.75887)
In (0.54569, 2.47190, 3.02178)
O (3.70436, 3.27872, 5.02798)
H (3.19984, 0.19419, 3.97506)
N (8.37859, -0.06861, 1.82082)
H (-4.75084, 0.75271, -0.12068)
H (-0.85361, 0.06638, 3.88107)
H (1.20978, 3.29409, -3.70478)
H (-2.82985, -4.18980, -4.33983)
H (-0.26858, 3.26240, 1.61223)
H (2.60521, 1.58454, -0.12025)
H (8.22606, 0.86657, 4.94846)
H (2.81009, 1.88035, -4.29622)
C (-3.91295, -1.09541, 2.42435)
H (-4.12081, -3.70961, -2.23953)
H (7.76910, 1.87693, 2.46157)
H (-3.12817, -1.54539, 3.01752)
H (3.41893, 0.88546, 5.74837)
C (-4.01168, -5.93160, -4.61545)
N (-7.74932, -2.53438, -0.56485)
C (-4.77384, 0.12386, 0.75931)
H (-5.96485, -5.69470, -1.96787)
H (1.42823, 1.52872, -6.61592)
H (-5.59757, -7.35124, -4.08750)
H (4.97727, 0.33644, 4.82253)
C (-7.56148, -2.61965, -1.91983)
H (3.15361, 5.34440, 4.97202)
H (-8.97463, -2.91828, -3.57007)
H (-2.06774, 1.57972, 3.70770)
C (1.99635, 1.79950, -0.98891)
H (3.09377, 3.44222, -2.05017)
C (-8.79150, -2.81006, -2.50890)
H (3.27814, 1.57586, -8.60274)
H (5.68164, 1.95479, -7.38025)
H (1.15181, 3.48123, 5.63991)
C (8.34624, 0.35371, 4.00294)
H (9.04352, -1.69562, 4.57597)
C (0.35068, 1.75473, -2.52204)
H (-9.44268, -2.61380, 0.73645)
C (2.49698, 1.65957, -6.50581)
C (4.15386, 2.30491, 4.01308)
H (-0.92893, 1.40092, 5.28321)
C (-5.04320, -6.44885, -3.86421)
H (-2.67819, -0.10164, 1.01214)
H (-3.55167, -6.28043, -5.53036)
C (8.77242, -0.98193, 3.80884)
C (-1.03124, 1.19764, 4.12551)
H (3.58926, 2.36866, 2.98916)
H (-7.01710, -2.39956, 0.12021)
H (-10.82454, -2.96542, -1.58326)
C (2.27105, 2.74697, -1.94952)
C (1.32267, 3.94644, 4.56805)
N (1.26661, 2.70893, -2.88138)
H (5.29135, 2.48983, 3.79961)
C (-5.23475, -5.58533, -2.75927)
H (-6.57113, -2.53935, -2.34759)
C (-5.82852, -0.37312, 1.49184)
H (-5.83205, -1.67926, 3.31071)
H (5.23567, 2.09458, -4.91245)
N (-3.57736, -4.78377, -4.00508)
C (3.91242, 0.80255, 4.67811)
C (-4.31370, -4.56763, -2.86946)
H (9.03680, -2.10065, 1.88324)
H (-0.52575, 1.57213, -3.12927)
H (3.18517, 4.50539, 3.25008)
C (3.16778, 1.83502, -5.31620)
C (-9.08499, -2.65912, -0.28354)
H (8.29507, 0.05038, 0.81957)
C (-9.75579, -2.83457, -1.47315)
H (0.72205, 4.96605, 4.41375)

Atomic forces in eV per Å
0.0 0.0 -0.1
-1.3 0.8 1.2
-0.2 0.0 -0.3
0.1 -0.1 0.0
0.3 -0.3 0.2
-0.2 -0.2 0.0
0.0 0.1 0.0
-0.1 0.0 -0.1
0.1 0.1 0.0
0.1 0.2 0.0
0.4 0.1 -0.2
0.0 0.1 0.1
-0.6 -0.3 0.4
0.0 0.3 -3.0
1.5 1.0 1.4
0.0 0.0 0.0
0.0 -0.1 0.2
-0.6 2.0 0.6
0.0 -0.2 0.4
-0.3 -0.2 0.2
0.2 0.0 0.2
-0.2 0.1 -0.1
0.0 -0.1 -0.2
0.1 -0.2 -0.3
0.1 0.0 0.0
0.0 -0.2 -0.1
0.0 -0.2 0.1
-0.2 0.2 -0.1
1.0 0.1 -2.3
0.0 -0.1 -0.1
-0.1 0.0 -0.1
0.1 0.0 -0.1
0.1 0.1 -0.1
0.2 0.0 0.0
0.1 0.2 0.0
-2.1 0.4 -0.4
0.0 0.0 0.0
-0.3 -2.0 -1.2
0.1 0.0 0.2
1.8 -1.0 1.1
0.4 0.2 -0.1
-0.1 -0.1 0.1
0.3 0.0 -0.1
0.1 0.0 0.2
-0.2 0.0 0.0
0.4 1.3 -2.0
-0.1 0.4 -0.2
-0.1 0.1 -0.1
0.0 -0.1 0.0
0.0 0.0 -0.2
-0.1 0.1 0.4
0.1 -1.1 0.7
-0.4 -0.6 -2.3
0.2 -0.1 -0.3
-0.3 0.0 0.2
-0.1 0.0 0.2
0.1 -0.3 -0.3
-0.5 0.0 0.2
0.8 0.0 2.2
-0.1 0.1 -0.2
0.2 0.0 0.0
0.1 -0.1 0.2
0.8 1.4 0.1
-0.3 0.2 -0.1
-1.9 -0.4 0.5
0.1 0.3 0.2
-0.2 0.0 0.0
-0.1 0.2 -0.4
0.1 0.1 -0.1
-0.3 -0.1 -0.2
0.0 0.0 0.0
0.5 0.7 -0.1
-0.1 0.0 0.1
0.0 0.1 0.1
0.1 0.0 0.1
-0.3 -0.4 2.1
0.0 -0.1 0.1
0.0 0.0 0.0
0.0 -0.1 0.4
-0.1 0.0 0.4
1.1 -2.1 0.6

Output
* DFT total energy: -1725.13603 Eh
* net charge: -1
* frontier orbital gap: 6.5 eV
* E_HOMO: -4.43 eV

Atom charges from the Mulliken analysis, given in e for atoms 1 to 8: number 1, C, carries -0.47; number 2, C, carries -0.27; number 3, C, carries -0.47; number 4, C, carries -0.48; number 5, C, carries -0.31; number 6, N, carries 0.17; number 7, H, carries -0.50; number 8, N, carries 0.01